Below is one molecule with the formula C2H4N2O2, with properties calculated with the ωB97M-V functional and the def2-TZVPD basis.

Its SMILES is NC(=O)/N=C/O. Its HOMO energy is -10.03 eV. As for the spin multiplicity: 1. As for the total energy: -338.63118 a.u. Its total charge is 0. The energy above the lowest of the compared OMol25 structures with the same formula, charge and spin is 57.8 kJ/mol.

Positions of all 10 atoms, in Å:
N: 1.96 0.21 -0.20
C: 0.82 -0.35 0.29
O: 0.80 -1.18 1.18
N: -0.32 0.13 -0.42
C: -1.43 -0.11 0.16
O: -2.60 0.23 -0.37
H: 2.82 0.06 0.30
H: 1.89 0.97 -0.85
H: -1.54 -0.61 1.13
H: -2.40 0.65 -1.22